Density functional theory data (the ωB97M-V functional and the def2-TZVPD basis) for a single C26H52IN4O4PS2 molecule.

Last columns: bonded neighbours and bond lengths (Å).
Geometry (Å):
1 C -2.47 -0.68 6.40  C2 1.548, H39 1.090, H40 1.094, H41 1.090
2 C -2.75 -2.18 6.69  C1 1.548, C3 1.540, H42 1.095, H43 1.092
3 C -4.10 -2.68 6.17  C2 1.540, C4 1.545, H44 1.094, H45 1.094
4 C -4.36 -2.38 4.67  C3 1.545, C5 1.537, H46 1.096, H47 1.090
5 C -5.82 -1.99 4.41  C4 1.537, C6 1.548, H48 1.096, H49 1.092
6 C -6.22 -0.58 4.92  C5 1.548, C7 1.538, H50 1.095, H51 1.093
7 C -6.30 0.45 3.77  C6 1.538, C8 1.553, H52 1.094, H53 1.094
8 C -4.98 0.56 2.96  C7 1.553, C9 1.544, H54 1.091, H55 1.095
9 C -5.03 -0.23 1.63  C8 1.544, C10 1.540, H56 1.095, H57 1.095
10 C -4.37 0.52 0.46  C9 1.540, C11 1.540, H58 1.095, H59 1.091
11 C -3.88 -0.47 -0.62  C10 1.540, C12 1.531, H60 1.093, H61 1.096
12 C -3.23 0.31 -1.77  C11 1.531, C13 1.549, H62 1.096, H63 1.094
13 C -2.11 -0.48 -2.49  C12 1.549, C14 1.542, H64 1.094, H65 1.097
14 C -0.89 -0.55 -1.55  C13 1.542, C15 1.565, H66 1.086, H67 1.088
15 C 0.25 -1.35 -2.26  C14 1.565, C16 1.556, H68 1.092, H69 1.093
16 C 1.66 -0.72 -2.07  C15 1.556, C17 1.560, C32 1.565, H70 1.091
17 C 2.45 -0.79 -3.41  C16 1.560, C18 1.550, C26 1.524, H71 1.093
18 C 2.59 0.59 -4.10  C17 1.550, C19 1.551, H72 1.092, H73 1.096
19 C 3.30 1.68 -3.26  C18 1.551, C20 1.570, H74 1.089, H75 1.083
20 C 4.61 2.17 -3.99  C19 1.570, C21 1.532, H76 1.095, H77 1.095
21 C 4.60 3.66 -4.32  C20 1.532, N22 1.511, H78 1.090, H79 1.090
22 N 5.98 4.05 -4.80  C21 1.511, C23 1.427, H80 1.019
23 C 6.70 4.76 -3.79  N22 1.427, N24 1.254, N25 1.418
24 N 6.59 6.00 -3.69  C23 1.254, H81 1.021
25 N 7.55 4.05 -2.91  C23 1.418, H82 1.018, H83 1.015
26 C 3.76 -1.58 -3.41  C17 1.524, N27 1.463, O28 1.442, H84 1.097
27 N 4.93 -0.85 -2.94  C26 1.463, H85 1.015, H86 1.018
28 O 3.57 -2.86 -2.77  C26 1.442, S29 1.607
29 S 3.48 -2.65 -1.18  O28 1.607, O30 1.426, O31 1.424, C32 1.863
30 O 2.86 -3.83 -0.66  S29 1.426
31 O 4.76 -2.49 -0.58  S29 1.424
32 C 2.41 -1.18 -0.77  C16 1.565, S29 1.863, C33 1.537, P37 1.904
33 C 3.37 -0.17 -0.13  C32 1.537, C34 1.512, H87 1.095, H88 1.094
34 C 2.81 1.19 0.24  C33 1.512, O35 1.149, I36 2.195
35 O 1.79 1.66 -0.01  C34 1.149
36 I 4.17 2.40 1.46  C34 2.195
37 P 1.31 -1.91 0.60  C32 1.904, S38 1.935, H89 1.412, H90 1.404
38 S 0.35 -0.62 1.68  P37 1.935
39 H -2.14 -0.13 7.28  C1 1.090
40 H -1.64 -0.63 5.69  C1 1.094
41 H -3.33 -0.18 5.94  C1 1.090
42 H -2.76 -2.31 7.78  C2 1.095
43 H -1.93 -2.80 6.32  C2 1.092
44 H -4.10 -3.77 6.29  C3 1.094
45 H -4.90 -2.29 6.80  C3 1.094
46 H -4.17 -3.31 4.12  C4 1.096
47 H -3.66 -1.65 4.28  C4 1.090
48 H -6.44 -2.72 4.95  C5 1.096
49 H -6.07 -2.10 3.35  C5 1.092
50 H -7.21 -0.66 5.38  C6 1.095
51 H -5.54 -0.22 5.69  C6 1.093
52 H -6.56 1.44 4.14  C7 1.094
53 H -7.12 0.14 3.12  C7 1.094
54 H -4.13 0.26 3.57  C8 1.091
55 H -4.82 1.61 2.71  C8 1.095
56 H -4.57 -1.22 1.77  C9 1.095
57 H -6.07 -0.42 1.35  C9 1.095
58 H -3.49 1.04 0.86  C10 1.095
59 H -5.07 1.24 0.03  C10 1.091
60 H -3.20 -1.17 -0.14  C11 1.093
61 H -4.74 -1.06 -0.94  C11 1.096
62 H -2.76 1.21 -1.35  C12 1.096
63 H -3.97 0.62 -2.51  C12 1.094
64 H -1.85 -0.07 -3.47  C13 1.094
65 H -2.52 -1.49 -2.66  C13 1.097
66 H -1.21 -1.15 -0.71  C14 1.086
67 H -0.57 0.46 -1.30  C14 1.088
68 H -0.02 -1.33 -3.31  C15 1.092
69 H 0.24 -2.41 -1.98  C15 1.093
70 H 1.44 0.34 -1.93  C16 1.091
71 H 1.81 -1.35 -4.10  C17 1.093
72 H 3.01 0.45 -5.10  C18 1.092
73 H 1.56 0.92 -4.24  C18 1.096
74 H 2.65 2.55 -3.18  C19 1.089
75 H 3.64 1.34 -2.28  C19 1.083
76 H 4.82 1.59 -4.90  C20 1.095
77 H 5.45 1.99 -3.32  C20 1.095
78 H 4.41 4.25 -3.42  C21 1.090
79 H 3.92 3.89 -5.14  C21 1.090
80 H 6.48 3.17 -4.93  N22 1.019
81 H 5.95 6.31 -4.42  N24 1.021
82 H 8.44 3.92 -3.38  N25 1.018
83 H 7.72 4.65 -2.11  N25 1.015
84 H 3.94 -1.82 -4.46  C26 1.097
85 H 5.31 -0.37 -3.74  N27 1.015
86 H 5.66 -1.49 -2.62  N27 1.018
87 H 3.75 -0.62 0.80  C33 1.095
88 H 4.27 0.01 -0.71  C33 1.094
89 H 2.26 -2.55 1.43  P37 1.412
90 H 0.49 -2.93 0.09  P37 1.404

Summary:
LUMO level in eV: 0.180
Net charge: 0
Gap between HOMO and LUMO in hartree: 0.33273
Largest force on an atom in eV Å⁻¹: 2.94